# 1
The following is a DFT calculation (ωB97M-V/def2-TZVPD) of a cluster of 5 separate species, C4H17NO3 in total at a distorted geometry.

## Properties
Charge = 0
Frontier orbital gap = 6.36 eV
HOMO = -0.34188 Ha

Each line ends with the natural charge from an NBO analysis.
CARTESIAN COORDINATES (ANGSTROEM)
C: 0.75 0.46 1.72  -0.72
C: -0.48 1.17 1.21  -0.45
C: -0.13 2.28 0.13  -0.40
C: 0.15 1.70 -1.29  -0.21
N: -1.08 0.96 -1.68  -0.85
H: 1.20 0.75 2.66  0.27
H: 0.56 -0.66 1.85  0.30
H: 1.64 0.47 1.07  0.21
H: -0.82 1.85 1.99  0.22
H: -1.28 0.58 0.77  0.25
H: 0.78 2.84 0.48  0.19
H: -1.02 2.92 0.03  0.22
H: 0.42 2.48 -2.00  0.21
H: 0.95 0.91 -1.31  0.13
H: -0.93 0.63 -2.62  0.35
H: -1.05 0.16 -1.06  0.37
H: 1.34 -0.88 -1.32  0.42
H: -0.01 -1.69 -1.36  0.52
O: 0.83 -1.52 -1.86  -0.88
H: 1.00 -3.07 1.87  0.48
H: 0.14 -2.03 1.08  0.51
O: 0.94 -2.13 1.69  -0.98
H: -1.82 -2.01 -0.13  0.49
H: 0.61 -0.67 -0.11  0.47
O: -1.09 -1.44 0.14  -1.15



# 2
The following is a DFT calculation (ωB97M-V/def2-TZVPD) of a structure of composition BEuFH3O3P at a distorted geometry.

## Properties
2S+1 = 8
Charge = +2
Frontier orbital gap (spin up / spin down) = 7.67 / 7.92 eV
HOMO (spin up / spin down) = -0.68416 / -0.68436 Ha
<S²> = 15.759

Each line ends with the natural charge from an NBO analysis.
CARTESIAN COORDINATES (ANGSTROEM)
O: 1.02 0.01 1.77  -0.97
P: 0.65 0.18 0.24  1.82
O: 0.69 -1.41 -0.57  -0.90
O: 1.88 1.19 -0.52  -0.86
B: -1.14 0.85 -0.07  0.57
F: -2.25 0.83 0.92  -0.46
H: -0.27 -1.72 -0.47  0.34
H: 1.42 1.86 -1.12  0.53
H: -1.35 1.29 -1.16  -0.04
Eu: -0.65 -3.08 0.97  1.95



# 3
The following is a DFT calculation (ωB97M-V/def2-TZVPD) of a structure of composition C16H16AuF3N3O2S2.

## Properties
2S+1 = 3
Charge = +1
Frontier orbital gap (spin up / spin down) = 7.97 / 6.02 eV
HOMO (spin up / spin down) = -0.43378 / -0.44472 Ha
<S²> = 2.037

Each line ends with the natural charge from an NBO analysis.
CARTESIAN COORDINATES (ANGSTROEM)
Au: -1.20 -0.18 -0.39  0.98
C: 0.17 2.73 0.61  -0.67
C: -0.55 2.11 1.76  0.31
C: -0.49 2.71 3.04  -0.23
C: -1.12 2.13 4.09  -0.10
C: -1.82 0.92 3.90  -0.04
C: -2.50 0.25 4.95  -0.09
C: -3.16 -0.93 4.74  -0.22
C: -3.16 -1.50 3.47  -0.11
C: -2.50 -0.88 2.40  -0.25
S: -2.46 -1.68 0.91  0.28
C: -1.83 0.37 2.61  0.16
N: -1.22 0.99 1.56  -0.50
H: 0.63 3.67 0.90  0.24
H: -0.52 2.92 -0.22  0.25
H: 0.94 2.05 0.26  0.27
H: 0.07 3.63 3.16  0.24
H: -1.09 2.58 5.08  0.24
H: -2.48 0.70 5.94  0.23
H: -3.67 -1.43 5.55  0.25
H: -3.66 -2.45 3.29  0.24
F: 1.98 -3.81 0.70  -0.30
C: 2.45 -2.57 0.58  0.89
F: 3.10 -2.25 1.70  -0.30
F: 3.34 -2.56 -0.43  -0.33
C: 1.35 -1.53 0.25  0.68
O: 1.64 -0.34 0.43  -0.72
O: 0.31 -2.00 -0.27  -0.72
C: -0.33 0.04 -5.38  -0.41
N: 0.69 -0.06 -4.36  -0.37
C: 1.99 -0.69 -4.66  -0.22
C: 2.69 -0.70 -3.29  -0.23
N: 1.69 -0.09 -2.42  -0.57
C: 0.59 0.23 -3.07  0.37
S: -0.78 1.01 -2.37  -0.24
H: 0.01 0.68 -6.19  0.22
H: -1.23 0.47 -4.95  0.24
H: -0.56 -0.95 -5.77  0.22
H: 2.53 -0.10 -5.40  0.22
H: 1.82 -1.69 -5.06  0.22
H: 3.61 -0.12 -3.28  0.22
H: 2.92 -1.71 -2.95  0.23
H: 1.80 0.06 -1.42  0.46



# 4
The following is a DFT calculation (ωB97M-V/def2-TZVPD) of a structure of composition C25H36AsBiN5O2PS at a distorted geometry.

## Properties
Charge = +2
Frontier orbital gap = 8.06 eV
HOMO = -0.47637 Ha

Each line ends with the Mulliken charge.
CARTESIAN COORDINATES (ANGSTROEM)
Bi: -1.39 0.01 0.60  1.81
O: 0.29 -1.12 1.32  -0.60
C: 0.56 -1.70 2.46  0.64
C: 1.62 -2.61 2.55  -0.28
C: 2.02 -3.17 3.76  -0.55
C: 1.40 -2.83 4.95  -0.96
C: 0.34 -1.97 4.87  -0.79
C: -0.05 -1.34 3.68  0.51
C: -1.11 -0.40 3.80  -0.10
N: -1.70 0.32 2.88  -0.14
C: -2.74 1.34 3.30  -0.64
C: -3.31 1.98 2.03  -0.82
N: -3.53 0.94 1.08  -0.18
C: -4.66 0.45 0.71  -0.03
C: -4.80 -0.81 -0.01  0.59
C: -6.08 -1.11 -0.59  -0.76
C: -6.24 -2.27 -1.27  -0.61
C: -5.21 -3.20 -1.29  -0.50
C: -3.98 -2.95 -0.76  -0.57
C: -3.73 -1.74 -0.03  0.41
O: -2.60 -1.63 0.67  -0.78
H: 2.11 -2.85 1.62  0.47
H: 2.83 -3.87 3.70  0.44
H: 1.70 -3.33 5.84  0.45
H: -0.26 -1.79 5.74  0.40
H: -1.49 -0.30 4.83  0.35
H: -2.26 2.08 3.92  0.47
H: -3.55 0.85 3.84  0.42
H: -2.61 2.70 1.64  0.26
H: -4.21 2.60 2.33  0.38
H: -5.56 0.98 1.06  0.34
H: -6.93 -0.42 -0.50  0.36
H: -7.19 -2.48 -1.67  0.48
H: -5.42 -4.19 -1.77  0.35
H: -3.14 -3.66 -0.76  0.44
C: -2.05 -0.83 -5.45  -1.07
As: -0.38 -0.68 -4.53  0.40
C: 0.36 -2.43 -4.82  -1.01
C: 0.67 0.59 -5.52  -1.03
S: -0.44 -0.08 -2.46  -0.66
H: -1.79 -1.13 -6.44  0.44
H: -2.49 0.16 -5.47  0.35
H: -2.74 -1.55 -5.01  0.34
H: 0.66 -2.52 -5.85  0.41
H: -0.51 -3.09 -4.62  0.34
H: 1.12 -2.67 -4.09  0.33
H: 0.75 0.37 -6.59  0.41
H: 1.66 0.62 -5.11  0.34
H: 0.24 1.60 -5.36  0.33
C: 5.12 2.42 1.10  -0.78
N: 4.49 1.05 0.73  0.01
C: 4.37 1.09 -0.83  -0.82
N: 3.55 2.11 -1.27  0.20
C: 4.13 3.40 -0.84  -0.89
N: 4.30 3.47 0.62  0.20
C: 3.06 3.52 1.37  -0.96
P: 1.94 2.10 1.05  0.22
C: 3.20 0.78 1.49  -0.76
C: 2.14 2.10 -0.78  -0.62
H: 6.10 2.38 0.63  0.37
H: 5.21 2.45 2.19  0.37
H: 5.10 0.29 1.02  0.35
H: 4.02 0.09 -1.16  0.32
H: 5.43 1.24 -1.15  0.43
H: 3.47 4.18 -1.17  0.41
H: 5.09 3.52 -1.26  0.35
H: 2.47 4.40 1.09  0.44
H: 3.27 3.65 2.49  0.41
H: 2.77 -0.20 1.21  0.35
H: 3.38 0.84 2.57  0.49
H: 1.58 2.96 -1.16  0.56
H: 1.63 1.24 -1.14  0.15



# 5
The following is a DFT calculation (ωB97M-V/def2-TZVPD) of the molecule C17H27NO2.

## Properties
Charge = 0
Frontier orbital gap = 9.27 eV
HOMO = -0.31678 Ha
SMILES string = CCCCCCCCC(=O)NCCOc1ccccc1

Each line ends with the natural charge from an NBO analysis.
CARTESIAN COORDINATES (ANGSTROEM)
C: -7.14 -2.49 0.79  -0.60
C: -6.13 -1.96 -0.22  -0.39
C: -5.27 -0.85 0.37  -0.39
C: -4.25 -0.31 -0.63  -0.38
C: -3.39 0.80 -0.04  -0.40
C: -2.36 1.31 -1.04  -0.40
C: -1.60 2.54 -0.55  -0.38
C: -0.82 2.30 0.74  -0.50
C: 0.04 1.04 0.68  0.69
O: -0.14 0.08 1.38  -0.62
N: 1.02 1.10 -0.26  -0.63
C: 1.95 0.02 -0.49  -0.24
C: 3.36 0.37 0.00  -0.07
O: 4.21 -0.68 -0.42  -0.52
C: 5.54 -0.61 -0.12  0.39
C: 6.15 0.43 0.57  -0.33
C: 7.51 0.39 0.80  -0.19
C: 8.28 -0.67 0.35  -0.25
C: 7.67 -1.71 -0.34  -0.19
C: 6.31 -1.68 -0.57  -0.28
H: -7.81 -1.69 1.11  0.20
H: -7.75 -3.28 0.34  0.21
H: -6.64 -2.89 1.66  0.20
H: -6.65 -1.58 -1.10  0.19
H: -5.48 -2.78 -0.55  0.19
H: -5.91 -0.03 0.70  0.19
H: -4.74 -1.23 1.25  0.20
H: -3.60 -1.13 -0.96  0.20
H: -4.77 0.06 -1.51  0.19
H: -4.03 1.62 0.28  0.19
H: -2.87 0.41 0.84  0.21
H: -2.87 1.58 -1.97  0.20
H: -1.65 0.51 -1.27  0.20
H: -0.91 2.86 -1.34  0.19
H: -2.30 3.36 -0.38  0.21
H: -0.18 3.16 0.95  0.22
H: -1.51 2.18 1.58  0.23
H: 1.15 1.95 -0.79  0.39
H: 1.57 -0.84 0.06  0.24
H: 1.99 -0.22 -1.55  0.20
H: 3.37 0.47 1.09  0.18
H: 3.68 1.32 -0.45  0.16
H: 5.57 1.26 0.94  0.22
H: 7.98 1.20 1.34  0.21
H: 9.34 -0.69 0.54  0.21
H: 8.26 -2.54 -0.69  0.21
H: 5.82 -2.48 -1.11  0.22



# 6
The following is a DFT calculation (ωB97M-V/def2-TZVPD) of a structure of composition C2H2F2IO6S at a distorted geometry.

## Properties
Charge = -1
Frontier orbital gap = 8.38 eV
HOMO = -0.22054 Ha

Each line ends with the natural charge from an NBO analysis.
CARTESIAN COORDINATES (ANGSTROEM)
C: -0.43 -0.14 0.81  0.49
C: -1.74 0.40 0.40  0.81
O: 2.12 1.04 0.74  -0.87
O: 1.83 -1.02 -0.54  -0.97
O: 1.26 1.36 -1.53  -0.90
O: -0.39 -1.32 -1.06  -0.95
O: -0.09 -0.88 1.66  -0.55
O: -2.23 0.60 -0.64  -0.51
F: -2.56 0.53 1.49  -0.35
F: -0.22 1.54 1.32  -0.64
S: 1.19 0.35 -0.40  2.04
I: -0.83 -2.07 -2.73  0.40
H: 0.55 -1.50 -0.97  0.49
H: 1.53 1.13 1.46  0.51